Molecular formula: C6H7N
Method: DFT, ωB97M-V/def2-TZVPD

Properties
energy: -7820.2148 eV
relative energy (zero: lowest compared OMol25 entry of this formula, charge and spin): 524.2 kJ/mol

Last columns: bonded neighbours and bond lengths (Å).
Atoms and positions in Å:
1 N -1.081 2.896 -1.336  C2 1.161
2 C -0.726 2.038 -0.639  N1 1.161, C3 1.446
3 C -0.284 0.943 0.196  C2 1.446, C4 1.548, C7 1.545, H8 1.092
4 C 1.006 0.211 -0.247  C3 1.548, C6 1.698, H9 1.092, H10 1.105
5 C 0.821 -1.673 1.146  C6 1.401, H11 1.105
6 C 0.094 -1.190 0.050  C4 1.698, C5 1.401, C7 1.512, H12 1.099
7 C -1.150 -0.336 0.158  C3 1.545, C6 1.512, H13 1.093, H14 1.090
8 H -0.183 1.295 1.225  C3 1.092
9 H 1.226 0.326 -1.311  C4 1.092
10 H 1.910 0.477 0.330  C4 1.105
11 H 1.813 -2.026 0.811  C5 1.105
12 H 0.047 -2.068 -0.607  C6 1.099
13 H -1.737 -0.408 -0.760  C7 1.093
14 H -1.787 -0.484 1.030  C7 1.090